(1)
50
Properties=species:S:1:pos:R:3:lowdin_charge:R:1 method="wB97M-V/def2-TZVPD" total_charge=0 orbital_gap_ev=7.82 spin_multiplicity=1
C -4.166 -0.893 3.880 0.01
C -2.981 -1.333 3.193 -0.29
C -2.700 -2.442 2.416 0.00
C -1.409 -2.324 1.963 0.05
C -0.892 -0.898 2.324 -0.18
B 0.649 -1.013 3.828 -0.93
F 0.008 -1.888 4.633 0.21
F 1.723 -1.410 3.113 0.21
F 0.642 0.301 4.181 0.21
O -1.919 -0.536 3.257 0.00
H -4.854 -1.713 4.069 0.09
H -3.909 -0.423 4.831 0.11
H -4.749 -0.174 3.276 0.11
H -3.400 -3.265 2.341 0.13
H -0.884 -3.200 1.526 0.15
C 2.241 0.083 -6.818 -0.10
C 2.655 0.712 -5.641 -0.08
C 2.548 0.064 -4.399 -0.01
C 2.079 -1.259 -4.362 -0.24
O 1.808 -1.903 -3.167 0.00
C 1.217 -1.199 -2.113 -0.23
C -0.046 -1.677 -1.747 0.02
C -0.601 -1.305 -0.540 -0.03
C 0.014 -0.271 0.174 -0.17
C -0.765 0.222 1.373 -0.13
C -0.380 1.743 1.722 -0.11
C -0.890 2.196 2.917 -0.06
C -0.713 3.519 3.326 -0.07
C 0.075 4.390 2.582 -0.09
C 0.634 3.957 1.373 -0.08
C 0.396 2.641 0.937 -0.04
C 1.339 0.086 -0.080 -0.02
C 1.929 -0.304 -1.292 0.01
C 1.768 -1.930 -5.555 -0.01
C 1.772 -1.235 -6.761 -0.09
H 2.287 0.604 -7.773 0.10
H 3.064 1.729 -5.665 0.11
H 2.806 0.584 -3.479 0.09
H -0.589 -2.420 -2.325 0.12
H -1.520 -1.758 -0.143 0.11
H -1.847 0.290 1.118 0.17
H -1.392 1.472 3.532 0.10
H -1.195 3.801 4.253 0.10
H 0.306 5.376 2.988 0.10
H 1.255 4.644 0.788 0.10
H 0.888 2.340 0.003 0.10
H 1.900 0.693 0.638 0.13
H 2.930 0.026 -1.515 0.11
H 1.449 -2.974 -5.516 0.12
H 1.417 -1.723 -7.670 0.10

(2)
52
Properties=species:S:1:pos:R:3:lowdin_charge:R:1 method="wB97M-V/def2-TZVPD" total_charge=+2 orbital_gap_ev=6.72 spin_multiplicity=1
C -0.995 4.732 -3.866 -0.15
C -1.864 4.336 -5.016 -0.24
H -0.041 5.097 -4.253 0.13
H -1.443 5.602 -3.374 0.13
C -2.559 3.169 -5.019 -0.24
C -2.559 2.242 -3.844 -0.11
H -1.947 1.364 -4.068 0.14
H -3.570 1.856 -3.698 0.11
C -1.893 5.304 -6.148 -0.04
H -1.353 6.215 -5.895 0.08
H -2.897 5.579 -6.453 0.09
H -1.390 4.884 -7.024 0.10
C -3.385 2.710 -6.171 -0.04
H -2.849 2.730 -7.114 0.09
H -4.272 3.339 -6.288 0.10
H -3.749 1.696 -6.011 0.08
Pb 0.000 0.000 0.000 1.52
O -0.697 1.450 -1.260 -0.12
C -1.834 1.896 -1.474 -0.30
O -1.909 -0.075 0.685 -0.07
C -2.868 0.596 0.333 -0.45
O -4.048 0.475 0.902 0.12
N -2.911 1.545 -0.691 0.12
C -4.971 1.479 0.388 -0.03
C -4.296 2.016 -0.871 -0.04
H -5.092 2.229 1.164 0.14
H -5.917 0.986 0.200 0.15
H -4.341 3.098 -0.923 0.14
H -4.720 1.591 -1.777 0.14
C -2.062 2.897 -2.563 -0.22
C -0.741 3.632 -2.853 -0.13
H -2.796 3.634 -2.240 0.15
H -0.029 2.907 -3.248 0.13
H -0.302 4.048 -1.947 0.13
N 0.241 -2.703 -2.463 0.11
C 1.289 -2.481 -1.545 -0.62
N 1.285 -1.517 -0.610 -0.18
C 2.421 -1.477 0.146 -0.33
C 3.366 -2.444 -0.185 -0.29
S 2.730 -3.354 -1.470 1.16
C 2.531 -0.426 1.213 -0.33
C 3.588 -0.208 2.096 -0.29
S 3.165 1.112 3.081 1.16
C 1.668 1.345 2.343 -0.62
N 1.493 0.439 1.366 -0.16
N 0.718 2.329 2.693 0.11
H 0.320 -3.451 -3.167 0.12
H -0.601 -2.110 -2.445 0.10
H 4.330 -2.585 0.284 0.10
H 4.508 -0.773 2.148 0.10
H 0.909 2.984 3.464 0.13
H -0.179 2.388 2.190 0.10

(3)
13
Properties=species:S:1:pos:R:3:lowdin_charge:R:1 method="wB97M-V/def2-TZVPD" total_charge=0 orbital_gap_ev=8.99 spin_multiplicity=1
C 2.271 0.822 -0.030 -0.05
H 3.060 0.072 -0.090 0.02
H 1.446 0.416 0.500 -0.04
H 2.481 1.808 0.468 0.04
H 2.108 1.218 -1.052 0.03
C -1.743 0.554 -0.442 -0.05
C -1.733 -0.724 -0.026 -0.33
N -0.604 -1.492 0.378 -0.01
H -0.937 0.977 -1.046 0.04
H -2.734 1.044 -0.202 0.06
H -2.619 -1.322 -0.136 0.08
H -0.037 -0.899 1.105 0.12
H -0.960 -2.473 0.572 0.10

(4)
14
Properties=species:S:1:pos:R:3:lowdin_charge:R:1 method="wB97M-V/def2-TZVPD" total_charge=0 orbital_gap_ev="8.50 / 4.83" spin_multiplicity=1
C -1.118 0.205 0.089 -0.21
C -1.759 1.158 0.738 0.00
C 1.455 -0.033 -0.601 -0.06
C 1.331 -1.048 0.503 -0.11
C -1.057 -1.020 -0.620 0.16
C 0.147 -0.532 -0.070 -0.45
Br -1.943 3.940 -1.005 -0.06
H -1.131 1.897 1.374 0.09
H -2.771 1.336 0.728 0.01
H 1.666 1.067 -0.615 0.13
H 1.822 -0.613 -1.473 0.11
H 1.722 -2.094 0.060 0.16
H 1.429 -0.893 1.620 0.13
H -1.876 -1.678 -0.846 0.11

(5)
61
Properties=species:S:1:pos:R:3:lowdin_spin:R:1 method="wB97M-V/def2-TZVPD" s_squared=0.756 total_charge=+1 orbital_gap_ev="6.56 / 5.12" spin_multiplicity=2
C 0.806 1.415 -0.142 0.00
C -0.212 1.625 -1.119 0.01
C -1.407 2.069 -0.467 0.00
H -0.100 1.496 -2.203 0.00
C -1.106 2.174 0.914 0.00
C 0.264 1.760 1.120 0.00
H 0.805 1.744 2.076 0.00
H 1.850 1.098 -0.349 0.00
H -2.349 2.338 -0.967 0.00
H -1.798 2.519 1.687 0.00
Yb -0.942 -0.246 0.428 0.01
C -1.372 -2.728 -3.817 0.16
H -2.133 -2.603 -2.931 0.00
H -1.021 -3.775 -3.802 0.00
H -1.692 -2.397 -4.862 0.01
Si -0.135 -1.430 -3.501 0.21
C 1.536 -1.341 -4.156 0.03
C 2.219 -0.135 -3.919 0.01
H 1.692 0.815 -3.637 0.00
C 3.623 -0.120 -4.028 0.01
H 4.136 0.777 -3.796 0.00
C 4.362 -1.204 -4.452 0.01
H 5.464 -1.180 -4.547 0.00
C 3.624 -2.363 -4.718 0.00
H 4.153 -3.247 -5.058 0.00
C 2.243 -2.462 -4.574 0.02
H 1.714 -3.389 -4.803 0.00
C -1.315 -0.011 -4.154 0.10
C -0.994 0.796 -5.247 0.01
H -0.106 0.556 -5.813 0.00
C -1.670 1.976 -5.529 0.01
H -1.312 2.656 -6.308 0.00
C -2.748 2.342 -4.736 0.00
H -3.292 3.239 -4.938 0.00
C -3.241 1.469 -3.775 0.00
H -4.117 1.718 -3.172 0.00
C -2.542 0.287 -3.554 0.01
H -2.892 -0.356 -2.744 0.00
H -0.310 -0.733 -2.105 0.05
H 0.385 -2.637 -2.672 0.27
N -0.602 -2.135 4.294 0.00
C -0.822 -0.949 4.982 0.00
C -0.769 -0.704 6.339 0.00
C -0.819 0.650 6.727 0.00
C -0.894 1.681 5.772 0.00
C -0.962 1.388 4.397 0.00
C -0.947 0.050 4.008 0.00
N -0.829 -0.529 2.759 0.00
C -0.579 -1.852 2.978 0.00
C -0.234 -2.843 1.925 0.00
C -0.001 -4.207 2.117 0.00
S 0.492 -4.945 0.621 0.00
C 0.411 -3.385 -0.165 0.03
N -0.008 -2.391 0.609 0.00
H -0.474 -3.059 4.700 0.00
H -0.697 -1.534 7.019 0.00
H -0.785 0.899 7.784 0.00
H -0.911 2.718 6.113 0.00
H -1.004 2.162 3.637 0.00
H -0.153 -4.732 3.063 0.00
H 0.716 -3.227 -1.194 0.03

(6)
44
Properties=species:S:1:pos:R:3:lowdin_charge:R:1 method="wB97M-V/def2-TZVPD" total_charge=0 orbital_gap_ev=7.11 spin_multiplicity=1
S -4.602 -2.357 5.545 0.66
N -2.443 -3.838 5.333 0.02
O -0.846 -5.274 4.954 0.08
O -1.736 -0.010 -2.642 -0.03
S -1.795 -3.986 2.764 1.09
C -3.338 -2.957 4.664 -0.83
C -1.636 -4.392 4.452 -0.74
C -3.025 -2.819 3.226 -0.51
C -3.395 -1.751 2.471 -0.06
C -2.567 0.454 -0.435 -0.04
C -2.108 -1.802 -1.131 0.02
C -2.878 0.054 0.784 -0.02
C -2.505 -2.228 0.128 -0.05
C -2.104 -0.408 -1.401 -0.30
C -2.905 -1.351 1.175 -0.19
C -0.583 0.873 -2.657 -0.20
C 4.198 2.862 -0.813 -0.21
C 3.180 3.614 -1.722 -0.16
C 4.236 1.463 -1.385 -0.25
C 0.454 0.654 -1.669 -0.17
C 1.775 2.837 -1.653 -0.16
C 2.960 0.777 -1.394 -0.24
C 1.793 1.379 -2.113 -0.32
H -1.299 -5.256 5.846 0.15
H -4.102 -1.048 2.985 0.13
H -2.596 1.533 -0.622 0.14
H -1.775 -2.491 -1.881 0.12
H -3.000 0.741 1.591 0.11
H -2.546 -3.325 0.213 0.09
H -0.141 0.891 -3.625 0.11
H -0.901 1.957 -2.562 0.14
H 3.854 2.882 0.192 0.09
H 5.184 3.367 -0.707 0.12
H 3.513 3.752 -2.802 0.12
H 3.026 4.607 -1.206 0.11
H 4.949 0.884 -0.803 0.11
H 4.616 1.552 -2.434 0.13
H 0.657 -0.458 -1.623 0.15
H 0.191 0.910 -0.652 0.12
H 1.001 3.479 -2.162 0.12
H 1.431 2.607 -0.702 0.08
H 3.224 -0.160 -1.855 0.12
H 2.679 0.473 -0.376 0.14
H 1.905 1.309 -3.296 0.18

(7)
20
Properties=species:S:1:pos:R:3:lowdin_charge:R:1 method="wB97M-V/def2-TZVPD" total_charge=0 orbital_gap_ev=3.92 spin_multiplicity=1
C 2.309 0.325 0.676 -0.17
C 3.368 0.548 -0.313 -0.08
C 3.653 -0.189 -1.350 -0.07
C 0.056 -1.326 1.226 0.00
C -0.889 -0.793 0.333 -0.23
C -1.931 0.055 0.525 -0.10
C -2.786 0.353 -0.613 -0.21
C -3.837 1.179 -0.569 0.01
H 1.510 -0.246 0.141 0.05
H 2.541 -0.390 1.481 0.09
H 1.741 1.143 1.107 0.08
H 4.127 0.030 -2.298 0.05
H 3.173 -1.179 -1.385 0.06
H -0.120 -1.564 2.264 0.06
H 0.749 -1.985 0.726 0.04
H -0.642 -1.106 -0.681 0.11
H -2.357 0.374 1.469 0.11
H -2.459 -0.090 -1.550 0.10
H -4.581 1.231 -1.350 0.05
H -4.012 1.698 0.366 0.05

(8)
15
Properties=species:S:1:pos:R:3:lowdin_charge:R:1 method="wB97M-V/def2-TZVPD" total_charge=0 orbital_gap_ev=9.60 spin_multiplicity=1
C -1.828 0.672 0.531 -0.05
C -1.037 -0.023 -0.533 -0.36
C -0.946 0.321 -1.852 -0.08
N -0.234 -0.719 -2.468 0.03
C 0.105 -1.581 -1.455 -0.21
N -0.284 -1.158 -0.292 0.09
H -1.876 0.108 1.457 0.07
H -2.833 0.852 0.133 0.07
H -1.411 1.665 0.701 0.07
H -1.694 0.825 -2.449 0.11
H 0.128 -0.499 -3.366 0.13
H 0.740 -2.399 -1.759 0.11
H 3.716 1.442 5.172 0.00
H 3.408 1.172 3.700 0.04
O 3.183 1.734 4.460 -0.05

(9)
182
Properties=species:S:1:pos:R:3:lowdin_charge:R:1 method="wB97M-V/def2-TZVPD" total_charge=-1 orbital_gap_ev=5.34 spin_multiplicity=1
Sr -0.550 4.236 -1.106 1.58
C -2.932 2.148 -0.309 -0.39
O -2.025 2.160 -1.387 -0.24
O -2.603 3.321 0.453 -0.25
C -4.426 1.926 -0.902 -0.50
F -4.504 2.582 -2.115 0.09
F -4.819 0.671 -1.014 0.13
F -5.306 2.543 -0.073 0.11
C -1.685 0.963 -2.007 -0.25
C -2.519 0.785 -3.246 -0.07
H -2.718 1.689 -3.822 0.06
H -1.987 0.096 -3.902 0.06
H -3.533 0.405 -3.115 0.06
H -1.541 0.049 -1.431 0.12
H -0.722 1.228 -2.444 0.10
H -2.822 1.269 0.326 0.13
C 0.365 5.573 2.701 -0.44
O 0.019 5.267 4.074 -0.10
O -0.749 5.121 1.947 -0.25
C 0.928 7.052 2.508 -0.53
F -0.049 7.847 3.040 0.09
F 2.034 7.353 3.243 0.09
F 1.240 7.456 1.280 0.12
C 1.124 4.788 4.856 -0.27
C 0.626 4.452 6.276 -0.08
H 1.466 4.340 6.961 0.06
H 0.175 5.359 6.678 0.07
H -0.019 3.573 6.293 0.07
H 1.795 5.636 4.989 0.10
H 1.664 3.964 4.390 0.10
H 1.216 4.940 2.447 0.11
C 1.992 1.807 0.250 -0.45
O 0.879 1.086 0.796 -0.10
O 1.552 2.730 -0.665 -0.32
C 2.972 2.134 1.410 -0.59
F 2.314 2.421 2.491 0.18
F 3.639 1.011 1.720 0.11
F 3.894 3.102 1.249 0.13
C 1.176 -0.263 1.221 -0.20
C -0.263 -0.959 1.397 -0.04
H -0.175 -2.045 1.405 0.05
H -0.844 -0.783 2.302 0.06
H -0.877 -0.578 0.581 0.05
H 1.764 -0.312 2.138 0.10
H 1.677 -0.790 0.409 0.08
H 2.428 1.072 -0.426 0.11
C 0.126 -7.882 3.099 -0.03
C -0.058 -6.300 2.791 -0.38
C 0.777 -5.372 3.661 -0.23
O 0.371 -4.038 3.473 -0.17
C 1.309 -3.151 4.008 -0.11
N 0.360 -6.198 1.409 0.03
H 1.125 -8.175 2.777 0.07
H -0.723 -8.440 2.703 0.07
H 0.086 -7.993 4.182 0.06
H -1.086 -5.943 2.843 0.13
H 1.838 -5.423 3.415 0.11
H 0.858 -5.739 4.685 0.12
H 2.184 -3.170 3.358 0.07
H 1.730 -3.552 4.931 0.09
H 1.106 -2.088 4.141 0.09
H -0.181 -6.828 0.835 0.08
H -0.051 -5.315 1.144 0.05
C 1.904 -1.212 -2.533 -0.03
C 2.656 -1.803 -3.816 -0.41
C 2.014 -1.249 -5.132 -0.15
O 0.710 -1.839 -5.380 -0.20
C 0.027 -1.141 -6.405 -0.12
N 4.002 -1.440 -3.636 0.04
H 2.384 -1.594 -1.633 0.04
H 0.867 -1.538 -2.456 0.05
H 2.016 -0.128 -2.498 0.07
H 2.695 -2.891 -3.753 0.12
H 2.682 -1.282 -5.993 0.12
H 1.833 -0.192 -4.933 0.11
H -0.784 -1.757 -6.793 0.08
H 0.634 -0.936 -7.286 0.09
H -0.496 -0.298 -5.953 0.07
H 4.579 -1.826 -4.370 0.09
H 4.352 -1.642 -2.711 0.04
C 6.652 1.185 -3.312 -0.06
C 5.655 1.535 -2.254 -0.50
C 6.226 2.385 -1.112 -0.15
O 7.265 1.779 -0.298 -0.18
C 7.749 2.519 0.780 -0.14
N 4.521 2.191 -2.851 0.06
H 6.696 2.203 -3.699 0.07
H 6.279 0.601 -4.153 0.06
H 7.651 0.862 -3.017 0.08
H 5.262 0.604 -1.846 0.09
H 5.403 2.755 -0.501 0.10
H 6.559 3.347 -1.502 0.12
H 7.032 2.588 1.598 0.08
H 7.878 3.576 0.551 0.08
H 8.676 2.157 1.226 0.08
H 4.214 1.387 -3.379 0.05
H 3.796 2.278 -2.153 0.05
C -3.931 -1.662 1.603 -0.04
C -5.453 -1.687 1.597 -0.45
C -5.925 -2.201 2.921 -0.24
O -5.363 -3.345 3.473 -0.18
C -5.684 -4.572 2.890 -0.11
N -5.945 -0.315 1.419 0.07
H -3.555 -2.680 1.704 0.08
H -3.615 -0.931 2.348 0.09
H -3.693 -1.239 0.627 0.06
H -5.800 -2.328 0.787 0.12
H -7.004 -2.335 2.850 0.12
H -5.683 -1.484 3.705 0.14
H -5.111 -4.723 1.976 0.08
H -6.759 -4.637 2.723 0.09
H -5.389 -5.327 3.619 0.09
H -5.551 0.042 0.560 0.03
H -6.953 -0.348 1.366 0.08
C -3.124 5.921 -4.592 -0.08
C -2.344 4.817 -3.909 -0.36
C -0.874 4.812 -4.296 -0.22
O -0.315 3.778 -3.522 -0.35
C 0.796 3.119 -4.212 -0.04
N -2.589 5.111 -2.428 -0.02
H -4.138 6.092 -4.232 0.09
H -3.064 5.901 -5.681 0.08
H -2.622 6.878 -4.443 0.08
H -2.745 3.883 -4.302 0.14
H -0.271 5.714 -4.188 0.14
H -0.800 4.580 -5.359 0.13
H 0.490 2.509 -5.062 0.09
H 1.176 2.458 -3.433 0.07
H 1.624 3.771 -4.491 0.10
H -3.351 4.528 -2.113 0.06
H -3.009 6.007 -2.226 0.09
C 6.157 -3.769 -0.615 -0.03
C 5.046 -2.740 -0.293 -0.48
C 4.545 -2.956 1.163 -0.15
O 4.243 -4.331 1.493 -0.17
C 3.126 -4.859 0.940 -0.18
N 5.447 -1.418 -0.647 0.06
H 5.880 -4.769 -0.947 0.08
H 6.857 -3.570 0.196 0.08
H 6.719 -3.362 -1.456 0.07
H 4.106 -2.858 -0.833 0.10
H 3.723 -2.306 1.463 0.11
H 5.454 -2.713 1.714 0.12
H 2.973 -4.824 -0.139 0.08
H 2.213 -4.489 1.406 0.06
H 3.152 -5.946 1.017 0.09
H 6.042 -1.091 0.100 0.09
H 4.544 -1.022 -0.426 0.06
C -6.346 2.935 3.773 -0.06
C -4.860 3.359 3.520 -0.45
C -3.791 2.294 3.560 -0.18
O -2.513 2.987 3.431 -0.19
C -1.444 2.006 3.372 -0.08
N -4.739 4.127 2.334 0.07
H -6.758 2.367 2.939 0.05
H -6.980 3.807 3.938 0.06
H -6.338 2.227 4.601 0.06
H -4.623 4.007 4.363 0.13
H -3.917 1.600 2.729 0.10
H -3.614 1.768 4.498 0.11
H -1.521 1.319 4.215 0.07
H -0.525 2.586 3.453 0.08
H -1.435 1.551 2.382 0.06
H -5.636 4.569 2.192 0.06
H -4.769 3.411 1.622 0.03
C 0.204 -4.118 -2.259 -0.05
C -1.302 -3.976 -2.284 -0.44
C -1.964 -4.089 -0.929 -0.20
O -3.311 -4.614 -0.827 -0.18
C -4.263 -3.707 -1.498 -0.08
N -1.645 -2.705 -2.858 0.07
H 0.688 -3.484 -1.516 0.07
H 0.548 -3.851 -3.258 0.07
H 0.464 -5.125 -1.934 0.08
H -1.711 -4.873 -2.749 0.14
H -1.959 -3.204 -0.292 0.11
H -1.240 -4.660 -0.348 0.09
H -4.262 -3.927 -2.565 0.07
H -3.917 -2.683 -1.352 0.07
H -5.319 -3.806 -1.250 0.08
H -0.961 -2.540 -3.583 0.04
H -2.527 -2.641 -3.347 0.07

F_max (eV/A)
5.190, 6.595, 3.373, 4.284, 3.486, 5.048, 1.450, 2.399, 4.839